No. 1
C29H44BClN6O4S | ωB97M-V/def2-TZVPD

Structure (XYZ):
```
86
Properties=species:S:1:pos:R:3:mulliken_charge:R:1
C 6.7179 -4.2951 1.3873 -0.794
C 5.1914 -4.4560 0.7643 -0.445
C 4.8410 -3.0314 0.0233 -0.623
C 5.0811 -1.8425 1.1750 -0.418
C 4.1303 -0.5864 0.7218 -0.593
C 2.9950 -0.1403 1.8165 -0.560
C 1.6564 0.3318 0.9412 0.123
C 0.2588 -0.5855 0.8816 -0.029
B 0.1028 -2.0214 1.7350 0.541
N -0.3022 -3.3473 1.1146 -0.610
O 0.4207 -2.0192 3.1906 -0.658
C -1.0178 -0.0117 -0.0343 -0.199
C -2.4247 -0.9086 -0.0463 0.371
C -3.1863 -0.5516 1.3903 -0.612
C -4.8005 -0.3079 1.2405 -0.466
C -5.5950 -1.7395 1.1276 -0.473
N -6.8684 -1.6809 0.2967 -0.038
C -7.3725 -3.1345 0.3003 -0.714
C -6.5537 -1.3069 -1.1608 0.326
C -5.5296 -2.1916 -2.1084 -0.332
O -7.1424 -0.1739 -1.6070 -0.567
C -0.8495 1.4204 -0.8451 0.170
C -2.1295 1.9961 -1.7554 -0.598
C -1.7976 2.0423 -3.3696 -0.255
C -2.9350 1.3326 -4.3191 -0.598
O -2.8790 -0.1473 -4.3097 -0.309
C -1.7958 -0.6536 -5.1784 -0.686
C 0.5433 2.3460 -0.8089 0.532
N 0.5077 3.6129 -1.6191 -0.378
C 1.8220 4.3094 -1.4102 0.076
Cl 2.0179 5.9752 -2.2834 -0.180
C 3.0853 3.8233 -0.5097 0.023
C 4.4528 4.7666 -0.3888 -0.696
C 4.0726 5.9141 0.7667 -0.514
S 4.6597 5.4195 2.4762 -0.097
C 3.3071 4.6120 3.4898 0.237
N 2.3522 5.1424 4.5371 -0.232
N 1.5724 4.0423 4.9588 -0.360
C 1.9361 2.7183 4.3081 0.074
O 3.0044 3.1751 3.4045 -0.109
N 3.0623 2.5193 0.2337 -0.180
C 1.7676 1.7680 0.0951 0.073
H 6.5952 -3.9531 2.5004 0.226
H 7.3672 -3.5072 0.7968 0.211
H 7.2656 -5.3301 1.3269 0.287
H 4.3870 -4.5810 1.6356 0.221
H 5.1038 -5.3083 -0.0387 0.320
H 3.7349 -3.0393 -0.3848 0.299
H 5.5843 -2.7715 -0.8680 0.262
H 4.8604 -2.2308 2.2573 0.306
H 6.2159 -1.4925 1.0514 0.231
H 3.5618 -0.7735 -0.3033 0.346
H 4.8323 0.3551 0.5150 0.200
H 3.4372 0.8079 2.3888 0.098
H 2.7553 -0.9332 2.6420 0.365
H -0.3707 -3.2942 0.0628 0.285
H -1.2315 -3.6871 1.5067 0.292
H -0.3106 -1.5592 3.6978 0.312
H -3.1550 -0.6112 -0.9121 -0.478
H -2.2182 -2.0702 -0.1761 0.176
H -2.7270 0.4871 1.7573 0.392
H -2.9006 -1.3247 2.2537 0.175
H -4.9967 0.4390 0.3609 0.186
H -5.1575 0.2415 2.2376 0.356
H -4.8058 -2.5304 0.7290 0.148
H -5.8642 -2.0970 2.2285 0.303
H -6.4575 -3.8999 0.3351 0.261
H -7.9677 -3.2902 -0.7187 0.301
H -8.0281 -3.3905 1.2438 0.270
H -6.2033 -2.8621 -2.7930 0.382
H -4.8147 -2.8272 -1.4325 0.175
H -4.8676 -1.4168 -2.6949 -0.076
H -3.1491 1.4920 -1.4809 0.045
H -2.2337 3.1368 -1.4182 0.432
H -1.7628 3.1881 -3.7034 0.214
H -0.7176 1.6187 -3.6431 0.226
H -2.7468 1.6487 -5.4548 0.347
H -4.0198 1.7574 -4.0691 0.290
H -1.2312 -1.4874 -4.5378 0.203
H -1.0252 0.1572 -5.5221 0.333
H -2.2020 -1.2024 -6.1577 0.226
H 4.7123 5.2899 -1.4137 0.323
H 5.3605 4.0821 -0.0280 0.300
H 2.8960 6.0964 0.7296 0.360
H 4.6017 6.9033 0.4255 0.314
H 1.5138 1.6357 4.4456 0.335
```

Calculated values
* E_HOMO: -8.127 eV
* Kohn-Sham gap: 6.64 eV
* SMILES: CCCCCCc1c(B(N)O)c(CCCCN(C)C(C)=O)c(CCCOC)c2nc(Cl)c(CCSc3nnco3)nc12
* F_max: 8.730 eV/A
* energy: -71927.88336 eV

***

No. 2
C8H16O3PS | ωB97M-V/def2-TZVPD

Structure (XYZ):
```
29
Properties=species:S:1:pos:R:3:nbo_charge:R:1
C 1.0971 0.3508 -1.5199 0.092
C 1.4937 0.0267 -0.3314 -0.299
C 0.6232 -0.0161 1.0491 0.330
C 1.2945 1.0214 1.9976 -0.642
C 0.7820 -1.4726 1.5686 -0.653
C -2.8732 2.3741 -0.5152 -0.250
C -3.5462 -1.6618 -0.4438 -0.263
C 4.2733 0.0776 -1.2880 -0.743
O -0.6873 0.3463 0.8078 -0.794
O -2.9462 0.9672 -0.2912 -0.794
O -2.1689 -1.3694 -0.3531 -0.800
P -1.6297 0.1155 -0.5774 1.807
S 3.1709 -0.4388 0.0505 0.364
H 0.9088 0.8543 -2.3735 0.232
H 2.3822 0.8881 1.9619 0.244
H 0.7745 0.9880 3.0299 0.259
H 1.0457 2.0740 1.4991 0.225
H 0.5960 -2.1165 0.6805 0.230
H 0.0804 -1.6517 2.4613 0.260
H 1.8572 -1.6048 1.8816 0.238
H -3.5330 2.7349 -1.3697 0.218
H -1.8630 2.5672 -0.6014 0.173
H -3.1326 2.8312 0.4176 0.212
H -4.0587 -1.2317 0.4394 0.205
H -3.6829 -2.6485 -0.5297 0.204
H -4.0453 -1.4551 -1.4176 0.196
H 3.7188 0.9167 -1.7305 0.226
H 4.2954 -0.6864 -2.0310 0.243
H 5.2596 0.4476 -0.7496 0.282
```

Calculated values
* E_HOMO (spin up / spin down): -12.812 / -12.812 eV
* Kohn-Sham gap (spin up / spin down): 6.92 / 6.92 eV
* F_max: 4.729 eV/A
* energy: -34811.53871 eV
* charge: +1
* ΔE to the lowest compared entry with this formula, charge and spin: 366.0 kJ/mol

***

No. 3
C3H8NO | ωB97M-V/def2-TZVPD

Structure (XYZ):
```
13
Properties=species:S:1:pos:R:3:nbo_charge:R:1
C -0.5067 -1.9607 0.7678 -0.444
N 0.5405 -0.9707 0.3279 -0.606
C 0.1319 0.4486 0.7040 -0.268
C 0.1300 1.5260 -0.3460 -0.169
O 0.0285 1.0415 -1.6105 -0.293
H -0.6286 -1.7908 1.8337 0.211
H -0.3206 -2.8785 0.1324 0.222
H -1.4857 -1.7706 0.2882 0.164
H 0.2793 -0.8397 -0.6762 0.359
H 0.2954 0.7860 1.8024 0.210
H -1.0580 0.3627 0.6546 0.152
H 0.9815 2.2086 -0.2561 0.242
H -0.6056 2.3011 0.0546 0.220
```

Calculated values
* E_HOMO (spin up / spin down): -9.140 / -9.167 eV
* multiplicity: 2
* Kohn-Sham gap (spin up / spin down): 10.10 / 7.22 eV
* F_max: 5.157 eV/A
* energy: -6773.87731 eV
* ΔE to the lowest compared entry with this formula, charge and spin: 211.3 kJ/mol

***

No. 4
C5H9NS | ωB97M-V/def2-TZVPD

Structure (XYZ):
```
16
Properties=species:S:1:pos:R:3:nbo_charge:R:1
C -0.4204 1.3051 -0.1896 0.344
C -0.9361 1.2055 1.1288 -0.487
C -0.3308 -0.1244 0.5984 -0.500
C 0.2674 1.2581 -2.5408 -0.409
C 0.6458 -2.4311 1.4610 -0.747
N -0.4060 1.7595 -1.3194 -0.387
S 1.2130 -0.7348 1.2522 0.209
H -0.4036 1.9034 1.8567 0.242
H -2.0154 1.3860 1.2940 0.236
H -0.9876 -0.9807 0.4913 0.233
H 1.0171 2.0869 -2.8202 0.208
H -0.4250 1.1296 -3.2431 0.200
H 0.8744 0.3742 -2.3533 0.187
H 0.5885 -2.7745 0.4155 0.219
H -0.2498 -2.5505 2.0927 0.222
H 1.5686 -2.8125 1.8759 0.229
```

Calculated values
* E_HOMO: -7.649 eV
* Kohn-Sham gap: 8.57 eV
* SMILES: C/N=C1/C[C@@H]1SC
* F_max: 5.863 eV/A
* energy: -17652.79974 eV
* ΔE to the lowest compared entry with this formula, charge and spin: 327.5 kJ/mol